Entry 1:
{
  "formula": "C10H8N2O",
  "method": "ωB97M-V/def2-TZVPD",
  "elements": ["C", "C", "C", "N", "C", "C", "C", "C", "C", "C", "N", "C", "O", "H", "H", "H", "H", "H", "H", "H", "H"],
  "xyz": [[2.18, 0.36, 1.50], [1.80, 0.38, 0.04], [1.47, 1.16, -0.92], [0.52, 1.48, -1.63], [-0.64, 0.75, -1.18], [-1.71, 1.67, -0.76], [-2.74, 0.99, 0.02], [-2.42, -0.32, 0.47], [-1.36, -1.16, 0.06], [-0.36, -0.66, -0.72], [0.84, -1.50, -0.95], [2.05, -0.98, -0.62], [3.11, -1.50, -0.46], [1.91, -0.68, 1.71], [1.29, 0.89, 2.00], [3.14, 0.71, 1.87], [-1.70, 2.55, -1.20], [-3.64, 1.43, 0.40], [-3.20, -0.81, 1.14], [-1.34, -2.23, 0.31], [0.81, -2.50, -1.07]],
  "spin_multiplicity": 1,
  "lumo_energy_ev": 0.31,
  "de_lowest_ev": 3.990,
  "gap_ev": 9.10
}



Entry 2:
{
  "formula": "C3H3NO",
  "method": "ωB97M-V/def2-TZVPD",
  "elements": ["C", "C", "C", "N", "O", "H", "H", "H"],
  "xyz": [[2.28, -0.30, 0.07], [1.20, 0.05, -0.21], [-0.18, 0.39, -0.18], [-1.01, -0.51, -0.18], [-2.38, -0.01, -0.01], [3.24, -0.43, 0.02], [-0.17, 1.64, 0.23], [-2.98, -0.83, 0.26]],
  "spin_multiplicity": 1,
  "lumo_energy_ev": 0.61,
  "de_lowest_ev": 4.733,
  "gap_ev": 10.55
}



Record order is preserved below.
HOMO: -8.784 -9.947 eV